(1)
{
  "formula": "C4H8N4",
  "method": "ωB97M-V/def2-TZVPD",
  "de_lowest_kj_mol": 320.8,
  "lumo_ev": 0.7793,
  "e_tot_ha": -376.12627,
  "homo_lumo_gap_ev": 9.09,
  "species": ["C", "C", "C", "C", "H", "H", "H", "H", "H", "H", "H", "H", "N", "N", "N", "N"],
  "positions_angstrom": [[-0.60, -1.80, 1.20], [-0.08, -1.20, -0.07], [-0.45, 0.88, -0.93], [0.40, 0.28, -0.06], [-1.36, -1.08, 1.69], [0.28, -2.06, 1.89], [-1.23, -2.80, 0.98], [0.79, -1.81, -0.40], [-0.54, 1.89, -1.20], [1.80, 0.26, 1.46], [0.85, 2.75, 1.48], [1.53, 2.50, -0.11], [-1.02, -1.25, -1.17], [-1.28, -0.13, -1.56], [1.11, 0.85, 0.91], [1.52, 2.16, 0.88]]
}

(2)
{
  "formula": "C4H8N4",
  "method": "ωB97M-V/def2-TZVPD",
  "de_lowest_kj_mol": 435.2,
  "lumo_ev": 1.0379,
  "e_tot_ha": -376.08269,
  "homo_lumo_gap_ev": 8.24,
  "species": ["C", "C", "C", "C", "N", "N", "N", "N", "H", "H", "H", "H", "H", "H", "H", "H"],
  "positions_angstrom": [[1.57, -1.25, -0.82], [0.82, -0.25, 1.19], [-0.57, -0.27, -1.42], [-0.51, 1.22, 2.55], [1.64, -0.63, 0.32], [0.36, -1.13, -1.59], [-1.61, -0.42, -2.26], [0.53, 1.00, 1.58], [2.46, -1.49, -1.36], [0.09, 1.93, 3.28], [-1.42, 1.80, 2.24], [-0.84, 0.24, 2.90], [0.27, -1.74, -2.38], [-2.32, 0.20, -2.15], [-1.30, -1.07, -3.06], [0.83, 1.84, 0.98]]
}

(3)
{
  "formula": "C4H8N4",
  "method": "ωB97M-V/def2-TZVPD",
  "de_lowest_kj_mol": 710.1,
  "lumo_ev": 0.2878,
  "e_tot_ha": -375.97799,
  "homo_lumo_gap_ev": 8.44,
  "species": ["C", "C", "C", "C", "H", "H", "H", "H", "H", "H", "H", "H", "N", "N", "N", "N"],
  "positions_angstrom": [[0.27, -0.66, -0.31], [-0.90, 0.36, 1.45], [-2.04, -0.29, 1.62], [1.50, 1.90, -0.19], [0.56, -2.78, -1.23], [0.14, -2.09, -3.20], [-0.04, -1.52, 0.15], [-0.67, 1.02, 2.20], [-2.43, -0.23, 2.59], [-2.52, -1.29, 1.05], [1.51, 1.50, -1.20], [2.02, 2.80, -0.11], [-0.16, -2.05, -1.95], [0.38, -0.66, -1.63], [0.05, 0.48, 0.56], [0.93, 1.48, 0.80]]
}

(4)
{
  "formula": "C4H8N4",
  "method": "ωB97M-V/def2-TZVPD",
  "de_lowest_kj_mol": 560.9,
  "lumo_ev": [-0.2808, -1.4614],
  "e_tot_ha": -376.03482,
  "homo_lumo_gap_ev": [8.34, 6.91],
  "species": ["C", "C", "N", "C", "C", "N", "N", "N", "H", "H", "H", "H", "H", "H", "H", "H"],
  "positions_angstrom": [[0.53, 1.36, 0.15], [-1.69, 0.98, -1.08], [-0.35, 0.56, -0.72], [1.15, -1.13, -0.24], [0.14, -0.03, 0.56], [1.53, -2.21, 0.47], [1.27, -0.79, -1.42], [-0.59, -0.44, 1.59], [1.17, -2.26, 1.41], [1.66, -3.07, -0.06], [-0.28, 0.01, 2.45], [1.50, 1.61, -0.26], [0.06, 2.16, 0.71], [-1.63, 1.79, -1.81], [-2.26, 1.33, -0.22], [-2.21, 0.13, -1.53]]
}